Molecular formula: C36H90N7O19P3
Method: DFT, wB97M-V/def2-TZVPD

Output
structure (SMILES) = COP(=O)(OC)OC.COP(=O)(OC)OC.COP(=O)(OC)OC.CNC(C)=O.CNC(C)=O.CNC(C)=O.CNC(C)=O.CNC(C)=O.CNC(C)=O.CNC(C)=O.CCCCCC
electronic energy = -4262.72467 Ha
frontier orbital gap = 9.75 eV
spin multiplicity = 1
relative energy (zero: lowest compared OMol25 entry of this formula, charge and spin) = 533.0 kJ/mol
E_LUMO = 0.311 eV

```
155
Properties=species:S:1:pos:R:3:forces:R:3:mulliken_charge:R:1
P -13.90311 21.44115 16.17652 0.6744 1.5601 1.5778 1.0291
P -12.18135 1.88274 26.48970 3.2119 1.7781 -1.4095 0.9559
P -21.05194 5.40980 11.37543 0.7120 -2.1790 1.5504 1.0822
O -12.81692 3.24704 27.20031 0.6490 -3.5496 -1.0311 -0.3224
O -20.72715 12.29346 16.44182 0.9685 0.7564 2.6890 -0.6534
O -13.72231 22.20825 17.47759 -0.3819 -1.8430 -2.5720 -0.6810
O -20.83085 4.71889 12.71425 0.1407 1.4801 -3.3241 -0.6870
O -9.84854 12.99633 23.67607 0.4358 0.3802 -0.1599 -0.6119
O -13.24262 22.21712 14.90776 -0.3034 -0.2153 1.3463 -0.3131
O -20.35743 4.22538 19.73539 0.5708 -0.8041 -0.2542 -0.6342
O -12.92692 9.08466 15.71877 -0.7928 -1.8075 -0.4008 -0.6359
O -13.45609 0.98741 26.07371 0.5628 3.5468 1.9201 -0.2859
O -11.48296 1.02856 27.68462 0.9569 0.8889 -1.3027 -0.2536
O -20.72459 4.50669 10.07384 -1.3390 -0.2901 1.2731 -0.3532
O -7.01864 14.39295 11.89285 -0.6494 -0.1992 0.1958 -0.6128
O -22.53173 5.86012 11.16407 -1.1333 -0.5261 -0.3286 -0.3104
O -13.23200 19.97583 16.09839 0.4001 0.6978 0.3185 -0.2900
O -20.29376 6.81077 11.19329 -2.5193 -1.4888 -2.2979 -0.2685
O -5.10900 3.85939 18.96021 -0.3435 -0.7631 1.3417 -0.6463
O -11.10652 2.20591 25.41999 -3.5118 -1.1139 2.9490 -0.6855
O -0.89313 10.59681 15.76356 -0.6936 -1.6159 0.2494 -0.6418
O -15.43468 21.20292 15.72601 2.0510 -0.4816 -0.8351 -0.3157
N -21.23849 12.77686 18.62493 -1.6293 0.2981 -0.3658 -0.1759
N -11.66126 10.36423 16.99417 0.4009 1.4787 0.7103 -0.1967
N -1.12691 8.51043 16.67729 1.6788 0.2125 0.4138 -0.1807
N -19.22853 5.86226 20.80787 2.3131 0.5082 0.7100 -0.1950
N -6.28702 4.07197 20.86366 -0.5995 1.2524 2.3307 -0.1932
N -11.10043 14.82236 23.95845 -0.0025 1.8863 1.7602 -0.1822
N -5.50311 15.96472 11.38914 -0.4706 0.4133 1.0953 -0.1962
C -23.02705 6.67512 12.21612 0.2131 1.6886 0.8199 -0.7167
C -17.89921 5.27635 20.67089 -0.1603 0.1012 -0.1490 -0.8211
C -19.10218 11.94925 18.29304 0.0857 0.0653 -1.8327 -1.0688
C -20.41283 12.38977 17.65534 -0.2730 -1.6072 -2.0992 0.7059
C -11.76954 19.85687 16.34161 -1.0561 0.5074 0.0336 -0.6286
C -11.81019 14.72320 22.74252 -0.6713 -0.7009 -0.3377 -0.8136
C -21.50879 6.15598 20.28458 -1.2639 0.4197 -0.2245 -0.9115
C -1.53445 9.54123 15.89946 0.8153 0.9749 -0.0764 0.7104
C -12.18120 4.52221 27.09945 -0.2680 0.1766 0.7129 -0.6387
C -12.33568 10.10856 15.90981 -1.3161 0.5984 -2.4590 0.7091
C -22.52588 13.43978 18.36053 0.8365 0.3443 0.6866 -0.8110
C -6.87806 15.09251 9.60444 -0.5610 -0.0284 -0.6410 -1.0779
C -5.17571 16.25562 12.80520 1.1497 -0.3092 -0.6676 -0.8122
C -11.61265 4.01071 9.79978 0.0040 0.5246 1.3728 -0.8215
C -20.81134 4.84374 8.67913 2.4484 1.6469 0.0039 -0.6706
C -5.89134 5.44615 21.16065 -0.9797 0.1196 -0.1830 -0.8349
C -13.28656 -0.23121 25.47771 -0.2691 -2.3603 -0.7192 -0.6847
C -11.22774 9.43643 17.95723 2.4038 -0.2996 1.5534 -0.8981
C -12.60152 2.97088 12.59574 -1.2632 -0.6021 -0.2822 -1.1062
C -19.02932 6.92481 11.67343 1.7757 0.3779 2.9874 -0.7458
C -12.06971 0.84757 28.93413 -2.9196 0.0221 0.4421 -0.6541
C 0.26420 8.46861 17.27960 -1.2940 -0.3052 0.2994 -0.8103
C -2.83552 9.33124 15.15700 0.0519 0.4487 -0.2939 -1.0791
C -9.30925 14.39258 25.60062 0.5336 -0.3136 0.1719 -1.1284
C -20.30029 5.31159 20.26702 -1.1147 -0.0950 -0.1822 0.6587
C -10.07902 14.02155 24.29509 0.2312 -0.8897 1.5193 0.6766
C -5.84756 3.40378 19.84589 0.8780 -2.3596 -4.2913 0.7544
C -6.50988 15.10277 11.05524 1.0814 0.3736 0.1150 0.7018
C -16.36101 20.46203 16.49307 -1.0676 0.7638 1.7482 -0.7109
C -11.39368 3.77515 12.40168 3.1199 0.6584 0.7397 -0.4035
C -11.30184 4.70301 11.20964 -0.1975 0.1222 -1.8282 -0.6794
C -13.32756 5.66301 8.74896 1.2966 -0.4269 0.6339 -1.1334
C -6.49264 1.96664 19.71140 -0.4602 0.2079 0.0118 -1.2257
C -12.56211 23.48893 15.05316 -0.7181 0.9769 -1.3493 -0.7043
C -12.39600 11.28356 14.94791 0.0963 0.6719 -0.0397 -0.9092
C -13.03318 4.24548 9.30710 -0.8929 0.0778 -0.5729 -0.3024
H -11.05227 8.38165 17.74570 -0.6580 0.1758 -1.0600 0.3264
H -12.91790 5.05336 27.70215 0.0570 1.0761 -0.9128 0.2499
H -18.61501 7.87444 11.33478 0.1845 -0.2783 0.1777 0.2416
H -18.55618 12.85987 18.53950 0.1174 -0.2254 0.4480 0.2719
H -13.70250 4.02112 10.13762 -0.1490 0.0724 0.0259 0.1869
H -17.97856 4.44914 19.96552 -0.0259 -0.1151 0.3275 0.3095
H -18.33862 6.08217 11.64231 -0.0355 -0.2283 -1.3528 0.3474
H -20.68657 4.04203 7.95125 -0.7961 -0.7297 0.8546 0.2906
H -11.67202 9.44161 18.95256 -0.4914 0.4582 -0.1715 0.2560
H -7.54155 2.01612 19.41910 -0.1413 0.7133 -0.5511 0.3263
H -11.03464 14.68380 21.97762 -0.7399 -0.2279 -0.6061 0.2569
H -22.62100 6.43268 13.19818 0.3247 -0.3525 -0.1873 0.3304
H -22.54810 14.11581 19.21527 -0.9179 0.3314 -0.2800 0.3358
H -12.08794 11.15750 13.90998 0.1230 -0.7850 0.1886 0.2825
H -12.46086 13.85196 22.81782 0.3090 -0.4903 -0.7503 0.2676
H -11.88312 5.58693 11.47215 -0.6610 0.0298 -0.6228 0.3931
H -16.79842 19.51854 16.16658 0.7944 0.0165 -1.1173 0.2934
H -21.40511 7.17936 20.64523 0.1401 -0.0642 0.0349 0.2944
H -11.38406 15.55947 24.58800 0.4230 -0.1478 0.0019 0.2385
H -11.15568 4.40460 13.25915 -0.5078 0.1850 0.3676 0.3590
H -20.95286 12.53648 19.56341 -0.3528 0.4502 -0.1410 0.2300
H -17.50730 4.95910 21.63725 0.0043 -0.2072 -0.0979 0.2677
H -11.64474 0.10305 29.60733 0.6922 0.1655 -0.5974 0.2881
H -17.20321 5.98891 20.22823 -0.0439 0.1663 0.0901 0.2984
H -21.81313 6.16273 19.23796 -0.2639 0.2579 0.0472 0.2543
H -23.42909 12.83408 18.28675 0.2871 -0.4548 0.3393 0.2542
H -12.31305 1.76579 29.46868 0.8637 0.3455 0.0503 0.2698
H -8.71783 15.30747 25.56448 -0.2106 0.1894 -0.4907 0.3091
H -18.55675 11.44102 17.49786 0.1987 -0.1880 0.3289 0.3024
H -2.81503 8.53159 14.41657 0.4342 -0.0318 -0.0155 0.2955
H -13.42825 11.62731 14.88148 0.0171 0.1119 0.2345 0.2227
H -17.19323 21.15870 16.59380 -0.1959 -0.1968 0.2154 0.2856
H -10.86073 4.26943 9.05427 -0.0567 0.4083 -0.0446 0.4332
H -11.47838 23.43046 14.95211 -0.0843 -0.5594 0.5295 0.2803
H 0.99685 9.04423 16.71393 -0.4470 -0.1231 -0.3001 0.2792
H -11.26155 4.67119 27.66526 0.3016 -0.8490 0.0027 0.3021
H -4.31301 15.64627 13.07451 0.0967 -0.0192 0.2276 0.2888
H -6.18601 14.49151 9.01455 -0.0043 -0.1690 0.1176 0.2753
H -4.85903 17.29589 12.88028 -0.1546 0.0282 -0.0006 0.2982
H -11.97063 4.78181 26.06195 -0.5276 0.3000 0.1486 0.2952
H -6.04476 1.30592 18.96913 0.4205 0.4506 0.1114 0.3135
H -13.84098 -0.18482 24.54039 0.7214 -0.2330 -0.3912 0.2517
H -13.08318 0.52182 28.69990 -0.3414 -0.6307 0.4119 0.3011
H -22.68328 7.67586 11.95444 -0.2423 0.2546 0.3255 0.2791
H -1.77336 7.74007 16.77069 0.4836 -0.0489 0.0945 0.2186
H -10.21894 9.84185 18.03506 0.4734 -0.6423 1.1774 0.3434
H -7.20355 3.75037 21.14049 0.2513 0.2307 0.6862 0.2674
H -15.99145 20.26116 17.49864 0.1968 0.1490 0.0533 0.3165
H -13.78036 -1.02249 26.04176 -0.2466 0.1624 0.4167 0.2659
H -12.88567 24.17780 15.83345 0.0624 -0.9493 0.7635 0.3231
H 0.28689 8.84533 18.30218 -0.3294 0.3809 -0.0343 0.2774
H -10.32204 5.14710 11.03389 0.3970 -0.3196 0.7527 0.2723
H -14.37968 5.92958 8.64852 0.0827 -0.1533 0.2121 0.3347
H -13.32880 3.57908 8.49678 0.2368 -0.5081 0.0940 0.3749
H -19.83478 5.32018 8.59279 0.0151 0.5805 -0.7742 0.2797
H -24.10239 6.71991 12.38869 -0.0854 -0.6237 -0.9422 0.2696
H -7.88495 14.68562 9.51108 0.1649 -0.1884 -0.0118 0.3012
H -21.53423 5.58694 8.34270 -0.4953 -0.3615 0.6094 0.3035
H -11.39986 2.96351 10.01470 -0.3870 -0.2935 -0.2876 0.3241
H -19.31190 11.27962 19.12714 0.3262 0.1939 0.0609 0.3295
H -22.48272 13.99203 17.42177 0.3502 0.0355 0.1613 0.2794
H -11.47235 20.41320 17.23059 -0.2777 -0.0104 0.1068 0.3185
H -12.87083 24.07076 14.18468 -0.0061 -0.2431 -0.4065 0.2892
H -2.92500 10.28721 14.64104 -0.6738 -0.1915 -0.0357 0.2937
H -5.38266 5.57090 22.11658 -0.0372 -0.3389 0.0044 0.2568
H -13.44156 3.66153 12.52214 -0.4873 -0.4245 0.0348 0.2519
H -22.29906 5.64929 20.83849 0.0022 0.0391 0.0100 0.2556
H -12.78989 6.33499 9.41788 -0.4149 0.5539 -0.0183 0.2784
H -12.66006 2.18391 11.84384 -0.3454 0.1966 -0.3722 0.2529
H 0.58595 7.43483 17.40557 -0.0921 -0.0661 -0.5167 0.3199
H -12.53642 15.52735 22.62406 0.5720 0.4192 -0.0630 0.3347
H -11.56700 18.79764 16.50006 -0.0632 0.1910 -0.3050 0.2459
H -6.90165 16.07982 9.14317 0.1560 0.1315 0.2226 0.3296
H -9.85819 14.46225 26.53972 -0.8743 0.1629 -0.3773 0.3308
H -5.92756 16.04622 13.56610 -0.4307 -0.0446 -0.7600 0.2930
H -11.24375 20.29776 15.49470 -0.0241 -0.3665 -0.1091 0.2622
H -11.74749 12.06783 15.33836 -0.2833 0.3917 -0.1339 0.2728
H -8.58797 13.62295 25.87544 -0.0082 -0.2680 -0.6732 0.3216
H -11.18005 11.25158 16.96012 0.0341 -0.3521 0.3997 0.2270
H -3.69185 9.09015 15.78682 0.0551 0.3560 0.2186 0.3173
H -4.91580 16.38746 10.68454 -0.3823 0.0071 0.1156 0.2113
H -19.22381 6.86649 12.74435 0.8382 1.0311 0.6035 0.3283
H -5.27052 5.87665 20.37495 -0.1574 -0.3340 -0.0630 0.3035
H -12.24831 -0.56226 25.45439 0.0748 0.2804 -0.7021 0.3451
H -6.84920 5.96504 21.19751 0.2816 0.6131 0.1277 0.3134
H -19.30091 6.73266 21.31507 -0.1555 -0.2130 -0.3075 0.2233
H -10.49703 3.15587 12.42627 0.0816 -0.5340 -0.3560 0.3090
H -6.66707 1.39278 20.62154 0.8891 0.2190 0.4801 0.3647
H -12.84246 5.77174 7.77893 -0.0776 -0.0026 -0.1322 0.2986
H -12.66491 2.40151 13.52303 0.2166 0.4403 0.2873 0.3776
```
Forces are in eV/Å.